{
  "formula": "C32H29IIrN3O",
  "method": "ωB97M-V/def2-TZVPD",
  "homo_lumo_gap_ev": [7.7, 6.6],
  "fmax_ev_per_a": 2.110,
  "energy_ev": -51103.97390,
  "multiplicity": 2,
  "e_homo_ev": [-10.88, -10.87],
  "total_charge": 1,
  "lumo_ev": [-3.14, -4.32],
  "elements": ["Ir", "I", "C", "C", "C", "C", "C", "C", "C", "C", "C", "C", "H", "H", "H", "H", "H", "H", "O", "C", "C", "C", "C", "C", "C", "N", "H", "H", "H", "H", "H", "H", "H", "C", "N", "C", "C", "C", "C", "C", "C", "C", "C", "H", "H", "H", "H", "H", "H", "H", "H", "H", "H", "H", "H", "N", "C", "C", "C", "C", "C", "C", "C", "H", "H", "H", "H"],
  "coordinates": [[0.001934, 0.564794, -0.154875], [-0.522997, 1.976210, 2.404426], [-0.081229, 0.177976, 3.333655], [-0.075445, 0.181837, 4.699010], [0.247760, -0.996064, 5.395983], [0.564271, -2.116570, 4.692833], [0.559957, -2.129193, 3.276530], [0.937932, -3.316120, 2.605001], [0.980490, -3.348102, 1.250477], [0.612615, -2.202912, 0.509862], [0.210065, -1.024889, 1.093076], [0.206086, -0.960355, 2.536738], [-0.319115, 1.081098, 5.246856], [0.255694, -0.995354, 6.476504], [0.834739, -3.029123, 5.207963], [1.206490, -4.182964, 3.195004], [1.291618, -4.242037, 0.726127], [0.691876, -2.268359, -0.554588], [0.605151, 2.789653, -0.752427], [1.690887, 3.443794, -0.104544], [2.571327, 2.441249, 0.593736], [3.751845, 2.884655, 1.171609], [4.562407, 1.977259, 1.824923], [4.175601, 0.646512, 1.864748], [2.987467, 0.285079, 1.263933], [2.186203, 1.166866, 0.649696], [-0.089314, 3.425633, -0.959895], [1.323134, 4.163536, 0.632967], [2.282205, 3.988664, -0.845963], [4.024049, 3.929373, 1.101283], [5.484622, 2.300130, 2.288113], [4.780696, -0.103080, 2.352816], [2.659650, -0.743682, 1.264139], [-2.768692, -0.853703, -2.481272], [-1.828019, -1.468681, -1.545270], [-2.542037, -2.381857, -0.663127], [-0.795714, -2.142849, -2.316273], [0.460442, -1.334363, -2.549065], [1.326196, -1.872413, -3.500243], [2.508881, -1.249838, -3.849647], [2.825461, -0.035387, -3.269615], [1.986800, 0.507824, -2.307974], [0.818250, -0.142178, -1.891350], [-3.226696, -1.620665, -3.119952], [-2.245902, -0.141954, -3.117537], [-3.563428, -0.337969, -1.945849], [-3.017999, -3.197253, -1.224195], [-3.322179, -1.833478, -0.135969], [-1.857728, -2.810183, 0.070166], [-1.200673, -2.413027, -3.300322], [-0.537521, -3.093541, -1.842279], [1.050180, -2.801898, -3.986382], [3.162563, -1.694968, -4.587469], [3.727160, 0.491180, -3.554333], [2.249434, 1.466320, -1.895865], [-6.743116, 3.185872, -1.624351], [-5.700206, 2.767152, -1.391760], [-4.391980, 2.242478, -1.098166], [-3.314001, 2.574386, -1.908996], [-2.053708, 2.061896, -1.629892], [-1.856312, 1.235000, -0.523737], [-2.948723, 0.892403, 0.273928], [-4.208515, 1.390245, -0.010091], [-3.466121, 3.210937, -2.770255], [-1.247230, 2.276193, -2.321875], [-2.822388, 0.238978, 1.126609], [-5.055152, 1.119827, 0.606690]],
  "forces_ev_per_a": [[1.04, 1.36, 1.24], [-0.09, 0.06, -0.25], [-0.01, -0.09, -0.01], [-0.01, -0.08, 0.01], [0.00, 0.07, 0.01], [0.01, -0.04, -0.05], [-0.02, 0.03, 0.03], [0.02, -0.02, 0.07], [-0.06, 0.06, -0.12], [0.12, -0.07, 0.35], [-0.23, -0.24, -0.41], [-0.01, -0.05, -0.01], [0.02, 0.03, 0.01], [-0.01, 0.00, 0.02], [-0.01, -0.02, 0.00], [0.00, 0.00, 0.01], [0.00, -0.01, -0.01], [0.07, 0.02, -0.05], [0.07, 0.03, -0.19], [0.09, 0.02, 0.03], [-0.04, 0.08, -0.03], [-0.01, -0.02, -0.06], [0.02, -0.01, 0.01], [-0.03, 0.04, -0.01], [0.07, -0.03, -0.02], [-0.24, -0.27, -0.13], [-0.10, -0.04, 0.02], [-0.05, -0.02, -0.02], [0.00, -0.01, 0.03], [0.00, 0.01, 0.00], [0.01, 0.00, 0.00], [0.00, -0.02, -0.01], [-0.03, -0.03, -0.01], [-0.02, 0.01, 0.05], [-0.13, -0.03, -0.15], [0.05, 0.00, 0.05], [0.01, -0.05, 0.04], [0.09, 0.20, -0.19], [-0.05, 0.13, -0.09], [0.04, -0.04, -0.06], [-0.01, 0.13, 0.00], [-0.16, -0.10, -0.15], [-0.17, -0.57, 0.15], [-0.02, 0.01, -0.01], [0.01, -0.01, -0.04], [0.05, 0.01, -0.02], [-0.02, -0.01, 0.01], [-0.02, -0.01, 0.02], [-0.05, 0.01, -0.03], [0.08, -0.08, 0.01], [-0.03, 0.04, 0.05], [-0.02, 0.00, 0.00], [0.01, -0.01, 0.00], [-0.01, 0.02, -0.01], [0.10, 0.05, 0.14], [-0.09, 0.04, -0.02], [0.15, -0.07, 0.04], [-0.10, 0.06, -0.04], [0.04, 0.04, 0.00], [-0.12, 0.04, 0.06], [-0.17, -0.68, -0.33], [-0.11, 0.24, 0.00], [0.06, -0.02, 0.09], [0.00, 0.01, 0.00], [0.03, -0.05, -0.03], [0.02, -0.05, -0.02], [-0.01, 0.01, 0.01]]
}